# C21H27BrCl5OS4SiSr

A structure of composition C21H27BrCl5OS4SiSr (wB97M-V/def2-TZVPD, the Open Molecules 2025 dataset).

Geometry (Å):
Sr  -0.725  1.320  -3.621
Br  1.050  -0.355  -1.442
Cl  -1.210  -4.604  -3.059
Cl  -5.561  -2.104  -1.052
Cl  -0.298  -1.909  -4.388
Cl  -4.555  0.597  -2.258
Cl  -3.862  -4.695  -1.407
S  -1.205  4.075  -3.715
S  3.009  3.321  -2.732
S  1.581  2.102  -5.009
S  0.815  4.957  -1.759
Si  0.629  -0.217  0.800
O  3.221  4.952  -0.666
C  -3.343  -3.215  -2.128
C  -4.100  -2.055  -1.975
C  0.386  -3.082  0.557
C  1.490  3.192  -3.634
C  -1.520  0.832  2.340
C  -1.602  1.342  -0.113
C  -1.213  0.282  0.936
C  1.348  2.508  0.960
C  2.506  4.515  -1.540
C  -3.629  -0.870  -2.535
C  0.460  3.942  -3.165
C  3.252  0.977  0.813
C  1.006  -1.987  1.443
C  -2.137  -0.919  0.685
C  0.472  -2.159  2.876
C  -2.453  -0.765  -3.256
C  2.518  -2.249  1.464
C  -1.774  -1.957  -3.414
C  1.962  1.116  2.948
C  -2.158  -3.173  -2.861
C  1.844  1.129  1.415
H  3.881  1.779  1.213
H  3.729  0.029  1.055
H  3.041  -1.615  2.181
H  0.776  -3.048  -0.461
H  0.646  -4.058  0.980
H  1.225  2.536  -0.122
H  0.876  -1.415  3.564
H  -0.903  2.172  -0.209
H  -1.734  0.856  -1.082
H  -1.243  0.135  3.133
H  0.996  1.213  3.448
H  -3.173  -0.565  0.643
H  -1.920  -1.401  -0.270
H  -2.598  1.009  2.420
H  2.444  0.209  3.317
H  2.096  3.268  1.206
H  3.236  1.090  -0.271
H  2.580  1.963  3.261
H  -0.699  -3.029  0.501
H  -0.616  -2.107  2.920
H  -2.078  -1.667  1.475
H  0.405  2.801  1.421
H  0.766  -3.146  3.250
H  -2.579  1.760  0.145
H  2.970  -2.104  0.481
H  -1.020  1.781  2.532
H  2.691  -3.289  1.759

Kohn-Sham gap: 6.5 eV
Charge: -1

# C21H27ClN2O5

An isolated molecule of C21H27ClN2O5 (wB97M-V/def2-TZVPD, the Open Molecules 2025 dataset).

Geometry (Å):
Cl  -0.540  -6.652  1.025
O  0.077  -1.388  -2.351
O  -0.088  -7.691  -1.710
O  -0.257  2.537  -1.104
O  1.101  4.779  -5.251
O  3.549  -1.517  -7.125
N  0.818  3.403  -3.452
N  -1.147  -1.497  -0.459
C  -0.211  -6.331  -1.642
C  -0.508  -4.320  -0.334
C  -0.063  -5.569  -2.805
C  2.068  0.262  -6.868
C  3.049  -0.651  -6.124
C  -0.125  3.933  -1.284
C  1.435  2.474  -5.539
C  -1.279  -0.051  -0.365
C  -0.461  -2.060  -1.486
C  -0.417  -5.699  -0.419
C  1.718  1.471  -6.136
C  3.569  -0.828  -8.381
C  -0.209  4.189  -2.771
C  -0.145  -4.189  -2.706
C  1.070  3.663  -4.777
C  -0.383  -3.559  -1.489
C  -1.338  -8.377  -1.796
C  0.195  -6.252  -4.118
C  -0.043  0.602  0.246
C  -0.135  2.114  0.239
C  2.847  0.503  -8.171
H  -2.164  0.170  0.235
H  -1.435  0.340  -1.369
H  0.967  -7.014  -4.017
H  -1.662  -2.085  0.170
H  -1.205  3.911  -3.129
H  3.065  -1.462  -9.113
H  -0.926  4.468  -0.759
H  -1.950  -8.179  -0.915
H  0.841  4.272  -0.892
H  1.158  -0.305  -7.079
H  0.502  -5.527  -4.869
H  3.554  1.318  -8.011
H  -0.016  -3.566  -3.582
H  0.831  0.295  -0.331
H  -0.040  5.241  -2.993
H  3.849  -0.046  -5.680
H  -1.882  -8.073  -2.694
H  4.602  -0.688  -8.707
H  0.093  0.256  1.274
H  0.763  2.553  0.690
H  -1.002  2.461  0.819
H  2.579  -1.251  -5.347
H  2.198  0.770  -9.002
H  -0.634  -3.868  0.641
H  -0.704  -6.750  -4.488
H  -1.103  -9.436  -1.850
H  0.739  2.414  -3.248

Kohn-Sham gap: 9.8 eV
SMILES: COc1c(C)cc(C(=O)NCCCOCCNC(=O)C#C[C@H]2CCOC2)cc1Cl
Charge: 0

# C21H27ClN2O5

An isolated molecule of C21H27ClN2O5 (wB97M-V/def2-TZVPD, the Open Molecules 2025 dataset).

Geometry (Å):
Cl  0.421  0.470  -3.654
O  1.001  4.713  0.890
O  -4.688  1.477  2.255
O  3.085  -3.125  0.034
O  0.588  2.842  -2.085
O  -3.031  1.855  0.837
N  1.965  2.762  0.260
N  2.632  -0.318  0.532
C  -2.276  1.481  -0.212
C  -1.269  2.369  -0.590
C  1.403  1.175  2.058
C  -4.059  1.074  1.311
C  0.839  4.066  -1.423
C  3.437  -1.150  1.414
C  -2.471  0.264  -0.889
C  1.269  3.888  0.044
C  2.647  -0.890  -0.805
C  -3.536  -0.595  -0.429
C  -1.653  -2.996  -0.190
C  -0.627  0.851  -2.331
C  1.317  0.016  1.053
C  2.330  2.295  1.575
C  -4.283  -0.177  0.620
C  2.250  -2.370  -0.818
C  -1.618  -0.024  -1.963
C  -3.808  -1.935  -1.043
C  -3.174  -3.064  -0.215
C  -0.430  2.069  -1.649
C  3.038  -2.631  1.356
H  -3.441  -1.983  -2.067
H  -1.724  -0.942  -2.515
H  2.370  -2.795  -1.816
H  0.813  -0.833  1.541
H  -3.555  -3.008  0.807
H  -1.252  -3.814  0.404
H  0.398  1.570  2.214
H  3.354  -0.782  2.437
H  -0.033  4.728  -1.458
H  3.736  -3.241  1.932
H  1.656  4.531  -1.981
H  1.983  -0.322  -1.458
H  -1.247  -3.078  -1.196
H  2.142  2.128  -0.505
H  -4.888  -2.094  -1.066
H  3.358  1.929  1.539
H  -1.171  3.279  -0.021
H  -3.486  -4.020  -0.637
H  3.672  -0.801  -1.181
H  2.025  -2.768  1.766
H  2.264  3.149  2.252
H  0.689  0.321  0.212
H  -5.096  -0.773  1.004
H  4.478  -1.055  1.090
H  1.775  0.818  3.019
H  1.200  -2.478  -0.504
H  -1.317  -2.057  0.245

Kohn-Sham gap: 8.3 eV
SMILES: CCCc1cc(=O)oc2cc(OCC(=O)NCCCN3CCOCC3)c(Cl)cc12
Charge: 0

# C21H27ClN2O5

An isolated molecule of C21H27ClN2O5 (wB97M-V/def2-TZVPD, the Open Molecules 2025 dataset).

Geometry (Å):
Cl  2.748  5.394  1.903
O  -1.493  0.984  -3.477
O  -1.128  -3.026  3.121
O  2.722  5.392  -1.065
O  -2.962  -5.368  -0.721
O  0.157  -0.162  0.571
N  1.356  0.207  2.447
N  -2.461  -3.876  0.933
C  1.898  3.169  -1.321
C  0.893  -1.011  3.090
C  -1.281  -1.236  -2.829
C  1.458  1.996  -0.729
C  1.846  2.889  1.466
C  -1.059  -2.146  4.223
C  1.439  1.841  0.652
C  2.287  4.067  0.886
C  4.135  5.509  -1.227
C  -1.747  -2.336  -1.999
C  -1.764  0.142  -2.369
C  -2.130  -3.243  -1.312
C  0.931  0.542  1.203
C  -0.480  -0.834  3.732
C  2.328  4.212  -0.498
C  -1.794  -1.244  -4.276
C  -2.052  -4.836  1.952
C  -2.533  -4.288  -0.375
C  -1.999  -4.126  3.285
C  1.903  3.344  -2.813
C  -1.665  0.229  -4.682
H  -2.060  -1.983  4.640
H  -2.550  0.584  -5.216
H  2.073  0.759  2.883
H  -1.633  -4.804  4.065
H  -1.979  -2.992  1.042
H  -0.792  0.408  -5.312
H  1.417  4.278  -3.093
H  -0.187  -1.233  -2.820
H  1.110  1.177  -1.345
H  -2.839  0.104  -2.152
H  -2.837  -1.564  -4.281
H  4.517  4.715  -1.874
H  4.314  6.475  -1.692
H  -1.068  -5.255  1.721
H  -0.418  -0.131  4.566
H  -0.438  -2.588  5.016
H  1.787  2.834  2.544
H  -1.231  -1.914  -4.923
H  -1.156  -0.410  2.987
H  -2.998  -3.773  3.571
H  4.644  5.468  -0.263
H  1.634  -1.302  3.836
H  2.921  3.381  -3.206
H  -2.770  -5.655  1.985
H  -1.232  0.514  -1.497
H  1.379  2.518  -3.292
H  0.841  -1.796  2.337

Kohn-Sham gap: 9.8 eV
SMILES: COc1c(C)cc(C(=O)NCCCOCCNC(=O)C#C[C@H]2CCOC2)cc1Cl
Charge: 0